# 1
# C4H8N2

A single C4H8N2 molecule in a non-equilibrium geometry (the ωB97M-V functional and the def2-TZVPD basis, the OMol25 dataset).

- Gap between HOMO and LUMO: 0.38399 Eh
- HOMO level: -9.65 eV
- LUMO level: 0.8 eV
- SMILES string: CN(C)CC#N
- Net charge: 0

Cartesian coordinates (Å):
C (1.54434, 0.06785, 0.32864)
C (-0.62001, -0.36625, 1.22172)
C (-0.32215, 0.31395, -1.09537)
C (-1.58703, -0.30549, -1.57172)
H (2.22360, -0.65259, 0.95310)
H (2.19405, 0.05732, -0.53060)
H (1.50976, 1.16251, 0.65161)
H (-1.58438, -1.07241, 1.23400)
H (-0.89928, 0.80125, 1.38853)
H (0.03377, -0.65057, 2.08452)
H (-0.39088, 1.35340, -0.83400)
H (0.38533, 0.26523, -1.94446)
N (0.21317, -0.48465, -0.01145)
N (-2.70029, -0.48955, -1.87452)

---

# 2
# C3H3N3O4

2 unconnected molecules or ions with the total composition C3H3N3O4 in a non-equilibrium geometry (the ωB97M-V functional and the def2-TZVPD basis, the OMol25 dataset).

- Gap between HOMO and LUMO (spin up / spin down): 0.27866 / 0.19426 Eh
- <S²>: 2.06
- HOMO level (spin up / spin down): -7.90 / -9.71 eV
- LUMO level (spin up / spin down): -0.3 / -4.4 eV
- Multiplicity: 3
- Net charge: 0

Cartesian coordinates (Å):
C (0.93734, -0.78476, -0.23368)
C (-1.45157, 0.34003, 0.44281)
C (2.16697, -0.09647, 0.07096)
N (0.19410, -1.51213, -0.74845)
N (-2.25318, -0.44208, 0.79051)
N (-1.19687, 1.58199, -0.14400)
O (-2.85335, -1.33721, 1.22687)
O (-2.18242, 2.19868, -0.47667)
O (-0.05160, 1.93559, -0.26551)
O (-0.75163, -2.14369, -1.10989)
H (2.98288, -0.81188, 0.16958)
H (2.39580, 0.61337, -0.72377)
H (2.06352, 0.45855, 1.00124)

---

# 3
# C4H7NO

A single C4H7NO molecule in a non-equilibrium geometry (the ωB97M-V functional and the def2-TZVPD basis, the OMol25 dataset).

- Gap between HOMO and LUMO: 0.40060 Eh
- HOMO level: -9.88 eV
- LUMO level: 1.0 eV
- SMILES string: O=CNC1CC1
- Net charge: 0

Cartesian coordinates (Å):
O (2.72595, -1.60699, -0.24154)
C (1.85246, -0.79592, -0.46553)
N (1.12383, -0.07977, 0.42136)
C (0.01545, 0.61312, -0.13729)
C (-1.20527, 0.49890, 0.81833)
C (-1.23234, -0.08884, -0.54763)
H (1.31683, -0.36407, -1.42705)
H (1.05782, -0.19030, 1.41893)
H (0.26460, 1.56927, -0.61678)
H (-1.21877, -0.22479, 1.65134)
H (-1.68258, 1.43546, 1.06819)
H (-1.83910, 0.41408, -1.28493)
H (-1.19148, -1.16897, -0.61804)

---

# 4
# C4H14N

2 unconnected molecules or ions with the total composition C4H14N in a non-equilibrium geometry (the ωB97M-V functional and the def2-TZVPD basis, the OMol25 dataset).

- Gap between HOMO and LUMO: 0.34949 Eh
- HOMO level: -13.41 eV
- LUMO level: -3.9 eV
- Net charge: +1

Cartesian coordinates (Å):
C (-2.69424, 0.94026, 2.45615)
C (-2.09212, 0.56926, 3.80260)
H (-2.40046, 2.00646, 2.12596)
H (-2.47129, 0.25692, 1.60140)
H (-3.88082, 1.14904, 2.37210)
H (-0.99264, 0.46460, 3.88977)
H (-2.54870, -0.40159, 4.02411)
H (-2.51769, 1.12541, 4.70131)
C (2.67180, -0.51482, -2.88766)
N (1.77512, -0.35591, -1.58062)
C (0.40308, -0.68959, -1.81300)
H (3.06149, 0.46342, -3.12053)
H (2.03608, -0.57400, -3.69725)
H (3.44513, -1.24855, -2.58391)
H (2.20979, -1.00947, -0.89962)
H (1.91604, 0.66387, -1.15008)
H (0.31940, -1.70522, -2.05100)
H (-0.37670, -0.41038, -0.87341)
H (0.04339, -0.11978, -2.62306)

---

Short version: energy above the lowest of the compared OMol25 structures with the same formula, charge and spin = 41.11; 89.40; 47.47; 54.24 kcal per mole, in the order given.
Short version: energy = -266.656489; -580.889090; -286.555998; -215.222458 hartree, in the order given.